The following is a quantum chemistry calculation of H20Li4O14S as an isolated structure, from the OMol25 dataset.

Calculated values
Molar mass (g/mol): 303.98
Gap between HOMO and LUMO (alpha / beta) (hartree): 0.161 / 0.367
Total charge: +1
Multiplicity: 2
⟨S²⟩: 0.75

The geometry in XYZ format:
```
39
H20Li4O14S ωB97M-V/def2-TZVPD
Li -12.4207 13.6123 8.9625
Li -13.7558 13.7265 4.7951
Li -15.9785 12.7729 8.2690
Li -12.9652 17.4755 6.8493
S -14.6240 15.3965 7.4799
O -14.6815 16.8422 7.6465
O -15.8859 14.7469 7.6645
O -13.9922 15.0602 6.2009
O -13.7858 14.8312 8.5224
O -15.6822 13.8774 4.0770
H -16.3586 14.1019 4.7160
H -16.1281 13.9187 3.2310
O -17.6362 16.1393 8.8784
H -16.9880 15.6171 8.4057
H -17.2923 16.1994 9.7696
O -12.7759 15.2964 3.6640
H -12.5360 15.7639 2.8639
H -12.7972 15.9734 4.3403
O -11.2966 13.5162 6.0484
H -11.9981 13.1413 6.5809
H -10.5016 13.3697 6.5611
O -16.4920 17.5380 5.2210
H -16.5841 17.8550 6.1194
H -16.5626 16.5862 5.2939
O -15.8890 13.0154 10.4097
H -16.5233 13.5824 10.8484
H -15.0631 13.4968 10.4581
O -13.4523 15.8599 11.0756
H -13.3651 15.5160 10.1866
H -14.1013 16.5594 10.9998
O -17.4957 14.7940 5.8129
H -18.3739 14.6715 6.1734
H -16.9188 14.7809 6.5766
O -11.3006 16.2587 6.9372
H -11.7567 15.4235 6.8339
H -10.4033 16.0784 6.6570
O -15.0551 18.1287 9.9090
H -14.8291 17.6925 9.0875
H -15.0567 19.0612 9.6931
```

---

The following is a quantum chemistry calculation of C34H74N2O15S5V as an isolated structure, from the OMol25 dataset.

Calculated values
Molar mass (g/mol): 962.24
Gap between HOMO and LUMO (alpha / beta) (hartree): 0.265 / 0.204
Multiplicity: 2
⟨S²⟩: 0.76

The geometry in XYZ format:
```
131
C34H74N2O15S5V ωB97M-V/def2-TZVPD
O 1.1687 -0.7066 -2.4180
V 1.7822 -0.2430 -0.9875
O 2.6926 1.0231 -1.3186
C -2.5781 -0.8438 1.1185
C -1.4760 -1.0453 0.0392
C -2.2118 -1.4381 -1.2356
C -2.9495 -0.3995 -2.0322
C -1.9595 0.8470 -2.3196
C -1.2941 1.3459 -1.0779
N -0.6255 0.1682 -0.3368
O 0.3633 0.5973 0.6569
C -2.4392 2.1742 -0.3059
C -0.3114 2.4208 -1.5598
C -0.4504 -2.1550 0.5511
H -2.2280 -0.3307 2.0143
H -2.9073 -1.7666 1.5961
H -3.4628 -0.3196 0.7572
H -2.8961 -2.2760 -1.1022
H -1.6118 -2.2164 -1.7071
H -3.7791 -0.2133 -1.3502
H -3.3316 -0.8162 -2.9641
H -2.5955 1.6119 -2.7654
H -1.2243 0.4203 -3.0018
H -2.9207 2.8519 -1.0108
H -2.0275 2.8214 0.4685
H -3.2238 1.5149 0.0653
H -0.9128 3.2943 -1.8114
H 0.3199 2.1853 -2.4166
H 0.2599 2.9825 -0.8207
H -0.3913 -1.7940 1.5778
H 0.4782 -2.4373 0.0551
H -0.9972 -3.0957 0.6168
C 3.1314 -2.3782 2.2283
C 4.1450 -1.3923 1.5855
C 5.4209 -1.7980 2.3772
C 6.7883 -1.3359 1.7116
C 6.8980 -1.7949 0.2266
C 5.7599 -1.2812 -0.6264
N 4.3985 -1.5265 0.1217
O 3.2613 -1.9530 -0.6329
C 5.7969 -2.1227 -1.9464
C 6.0900 0.2111 -0.7864
C 3.7472 0.0647 1.9316
H 2.8316 -2.3708 3.2762
H 3.2633 -3.4333 1.9884
H 2.1432 -2.4104 1.7695
H 5.3985 -2.8812 2.2578
H 5.3784 -1.5792 3.4441
H 7.6193 -1.8475 2.1972
H 6.9599 -0.2776 1.9085
H 6.8599 -2.8832 0.1805
H 7.8670 -1.4330 -0.1172
H 4.9622 -2.8143 -2.0606
H 6.7015 -2.7277 -2.0084
H 5.8717 -1.5230 -2.8535
H 5.1601 0.7084 -1.0620
H 6.8700 0.4139 -1.5203
H 6.4180 0.6864 0.1380
H 4.3961 0.5362 2.6696
H 2.8958 0.2075 2.5971
H 3.6339 0.6979 1.0517
C 0.0255 -0.3518 4.1999
C -0.0836 -1.8806 4.0339
O 0.2281 -2.3977 5.2704
C 0.7136 -1.4333 6.0840
O 1.2033 -1.6830 7.1976
O 0.8348 -0.3346 5.3386
H -0.9320 0.0573 4.5221
H 0.4614 0.1834 3.3563
H 0.6661 -2.1128 3.2774
H -1.1163 -2.1395 3.8003
C -4.9347 -5.5309 -0.1145
C -4.1552 -5.5572 -1.4142
O -4.7967 -4.7590 -2.3871
C -5.5264 -3.9532 -1.6768
O -6.1878 -3.0786 -2.2287
O -5.7256 -4.3435 -0.4091
H -4.2981 -5.4638 0.7678
H -5.5856 -6.3726 0.1221
H -3.9897 -6.6002 -1.6839
H -3.1863 -5.0951 -1.2250
C 0.3009 6.8059 -0.2846
S 0.0282 7.0308 -2.0029
O -0.7256 8.3313 -2.2430
C 1.7111 7.2597 -2.5561
H 0.9668 7.6013 0.0499
H 0.6619 5.7944 -0.0988
H -0.6438 6.9444 0.2412
H 2.1555 6.3904 -2.0713
H 2.0535 8.2136 -2.1550
H 1.6471 7.1401 -3.6376
C -4.8261 1.1720 3.3118
S -4.6278 -0.6822 3.7429
O -3.4769 -0.8470 4.6805
C -6.1795 -0.8372 4.7857
H -4.0826 1.3177 2.5281
H -4.5392 1.6770 4.2341
H -5.8370 1.4126 2.9826
H -6.3479 0.0252 5.4306
H -6.2302 -1.6882 5.4649
H -7.0582 -0.7449 4.1473
C -0.2935 -3.1781 -4.3458
S -0.5608 -4.4225 -2.9787
O -0.5390 -5.8676 -3.5854
C 1.0448 -4.2847 -2.3539
H 0.5035 -3.5194 -5.0065
H -0.2367 -2.1358 -4.0322
H -1.1788 -3.1886 -4.9816
H 1.0882 -4.8878 -1.4469
H 1.2577 -3.2310 -2.1737
H 1.7732 -4.7334 -3.0293
C -2.1846 3.6418 3.3142
S -1.2720 5.1946 3.5335
O -1.7231 5.8278 4.8959
C 0.3548 4.2922 3.7670
H -2.2497 3.2415 4.3259
H -1.6242 2.8303 2.8499
H -3.1582 3.9059 2.9014
H 0.3035 3.7858 4.7308
H 1.2385 4.9262 3.8406
H 0.5339 3.5952 2.9483
C 0.4570 2.1491 -5.8133
S -0.5760 2.7230 -7.2842
O -0.3693 1.7121 -8.4521
C -2.2955 2.5560 -6.4747
H 0.6097 2.9581 -5.0990
H 1.4266 1.8287 -6.1945
H 0.0145 1.3217 -5.2586
H -3.0126 2.6295 -7.2923
H -2.4166 3.3427 -5.7301
H -2.4075 1.5925 -5.9776
```

---

The following is a quantum chemistry calculation of one molecule with the formula C24H35N3O4S, from the OMol25 dataset.

Calculated values
Energy relative to the best compared isomer or geometry (same formula, charge and spin) (kcal/mol): 28.3
Molar mass (g/mol): 461.63
Gap between HOMO and LUMO (hartree): 0.293
Multiplicity: 1

The geometry in XYZ format:
```
67
C24H35N3O4S ωB97M-V/def2-TZVPD
C 8.6100 -4.0424 1.7490
H 8.1745 -4.8434 2.3564
O 8.2973 -2.7736 2.2637
C 6.9783 -2.4116 2.3332
C 6.7159 -1.1436 2.8496
C 5.4253 -0.6800 2.9681
C 4.3359 -1.4597 2.5588
C 4.6095 -2.7288 2.0496
C 5.9071 -3.2009 1.9413
H 6.0609 -4.1900 1.5390
H 3.8085 -3.3691 1.7172
N 3.0410 -0.9947 2.7135
C 2.7414 0.4186 2.6267
H 3.5983 0.9502 2.2074
C 1.5378 0.6670 1.7212
N 0.3583 0.0009 2.2565
S -0.9314 -0.1281 1.1918
O -0.7157 0.7939 0.1164
O -1.1730 -1.5036 0.8372
C -2.3066 0.4444 2.2364
C -3.5929 -0.1745 1.6980
N -3.6627 -0.0192 0.2636
C -3.9562 1.2005 -0.2645
O -4.4197 2.0883 0.4248
C -3.7200 1.3849 -1.7586
C -5.0636 1.7335 -2.4146
C -4.8474 2.0633 -3.8896
C -3.9015 3.2563 -4.0159
C -2.5589 2.9092 -3.3739
C -1.9488 1.6997 -4.0790
C -2.8988 0.5108 -3.9489
C -4.2401 0.8524 -4.5959
H -4.9183 -0.0010 -4.5218
H -4.0949 1.0732 -5.6560
C -3.1048 0.1788 -2.4681
H -3.7630 -0.6904 -2.3836
H -2.1360 -0.0604 -2.0216
H -2.4635 -0.3607 -4.4520
H -1.7781 1.9266 -5.1342
H -0.9864 1.4554 -3.6245
C -2.7654 2.5816 -1.8979
H -3.1913 3.4389 -1.3733
H -1.8130 2.3297 -1.4252
H -1.8800 3.7649 -3.4612
H -4.3357 4.1269 -3.5198
H -3.7576 3.5066 -5.0698
H -5.8115 2.3099 -4.3490
H -5.5043 2.5849 -1.8931
H -5.7487 0.8872 -2.3164
H -3.0844 -0.6549 -0.2623
H -4.4608 0.3303 2.1319
H -3.6227 -1.2407 1.9283
H -2.3233 1.5256 2.1396
H -2.0875 0.1484 3.2564
C 0.6485 -1.2003 3.0166
H 0.7618 -0.9354 4.0733
C 1.9172 -1.8810 2.5123
H 1.7696 -2.1463 1.4532
H 2.0855 -2.8004 3.0808
H -0.2008 -1.8746 2.9031
H 1.3170 1.7347 1.6612
H 1.7571 0.3112 0.7077
H 2.5308 0.8309 3.6236
H 5.2618 0.2938 3.4020
H 7.5492 -0.5361 3.1654
H 9.6960 -4.1164 1.7839
H 8.2745 -4.1517 0.7119
```

---

no.,largest force on an atom (eV/Å),E (Ha)
1,3.3,-1493.6780
2,5.7,-5512.4608
3,1.0,-1798.9708